1.
A cluster of 9 separate species, C18H36N6O3 in total. Source: OMol25; level of theory: ωB97M-V/def2-TZVPD.

F_max   0.2706 hartree/bohr
SMILES   CC#N.CC#N.CC#N.CC#N.CC#N.CC#N.CCO.CCO.CCO
Relative energy (zero: lowest compared OMol25 entry of this formula, charge and spin)   189.23 kcal per mole
HOMO   -9.31 eV
Electronic energy   -34322.2366 eV
Multiplicity   1

Geometry (Å):
C (2.466, -1.216, 0.201)
C (3.250, -2.168, 1.008)
N (3.887, -2.935, 1.510)
H (1.988, -0.498, 0.885)
H (3.024, -0.811, -0.543)
H (1.640, -1.590, -0.262)
C (-2.680, 0.762, -4.432)
C (-1.780, 0.339, -5.613)
N (-0.997, -0.037, -6.485)
H (-3.339, -0.126, -4.268)
H (-2.078, 0.829, -3.578)
H (-3.416, 1.637, -4.816)
C (3.245, 1.082, 4.243)
C (1.861, 0.414, 3.880)
N (0.820, -0.040, 3.669)
H (3.387, 1.715, 3.466)
H (2.996, 1.951, 4.954)
H (4.062, 0.341, 4.622)
C (-3.894, 4.610, -0.103)
C (-3.194, 3.599, -0.961)
N (-2.682, 2.779, -1.558)
H (-3.805, 4.457, 0.875)
H (-3.206, 5.358, -0.253)
H (-4.976, 4.816, -0.438)
C (-1.456, 0.315, 0.729)
C (-0.790, 0.212, -0.640)
N (-0.356, 0.202, -1.701)
H (-1.886, -0.833, 0.944)
H (-0.713, 0.580, 1.552)
H (-2.259, 0.884, 0.635)
C (0.853, -3.462, 3.617)
C (0.271, -3.140, 2.139)
N (-0.143, -2.923, 1.053)
H (1.918, -3.012, 3.765)
H (0.313, -2.947, 4.294)
H (0.833, -4.345, 3.687)
C (1.570, -1.337, -4.215)
C (2.526, -2.463, -3.838)
O (3.732, -2.308, -4.732)
H (1.950, -0.383, -3.878)
H (0.624, -1.438, -3.714)
H (1.182, -1.240, -5.203)
H (1.976, -3.459, -4.229)
H (2.882, -2.716, -2.890)
H (4.421, -2.948, -4.345)
C (-2.516, -1.446, 4.004)
C (-4.051, -1.148, 3.602)
O (-4.616, -2.222, 2.970)
H (-2.126, -1.783, 3.087)
H (-2.634, -2.218, 4.768)
H (-2.277, -0.374, 4.599)
H (-3.907, -0.202, 2.869)
H (-4.703, -0.672, 4.476)
H (-5.488, -2.171, 2.667)
C (1.502, 3.042, -2.171)
C (2.060, 2.506, -0.888)
O (3.372, 2.193, -0.953)
H (0.468, 3.371, -2.040)
H (1.739, 2.296, -3.078)
H (2.030, 3.846, -2.523)
H (1.534, 1.449, -0.529)
H (1.889, 3.202, 0.104)
H (3.688, 1.815, -0.003)



2.
A cluster of 5 separate species, C18H36O8 in total. Source: OMol25; level of theory: ωB97M-V/def2-TZVPD.

F_max   0.1776 hartree/bohr
SMILES   CCOC(C)=O.CCOC(C)=O.CCOC(C)=O.CC(C)=O.CC(C)=O
Relative energy (zero: lowest compared OMol25 entry of this formula, charge and spin)   174.08 kcal per mole
HOMO   -9.54 eV
Electronic energy   -35621.7739 eV
Multiplicity   1

Geometry (Å):
O (-3.449, -1.279, -4.866)
C (-2.307, -0.980, -4.852)
O (-1.635, -0.388, -5.940)
C (-2.278, 0.180, -7.045)
C (-1.346, 0.434, -8.247)
C (-1.401, -1.159, -3.685)
H (-2.511, 1.271, -6.687)
H (-3.278, -0.375, -7.322)
H (-0.635, 1.151, -7.897)
H (-2.017, 0.969, -9.058)
H (-0.760, -0.294, -8.344)
H (-0.617, -0.547, -3.524)
H (-0.851, -2.190, -4.006)
H (-1.887, -1.242, -2.884)
O (1.961, 0.181, 2.897)
C (1.415, -0.992, 2.848)
O (2.073, -2.161, 2.651)
C (3.392, -2.039, 2.120)
C (3.861, -3.514, 1.648)
C (0.051, -1.208, 3.384)
H (4.006, -1.681, 2.845)
H (3.442, -1.366, 1.262)
H (4.877, -3.338, 1.141)
H (3.168, -3.769, 0.965)
H (3.556, -4.125, 2.485)
H (-0.161, -2.355, 3.072)
H (-0.569, -0.622, 2.742)
H (0.066, -0.944, 4.497)
O (3.416, 4.448, 1.186)
C (3.372, 4.252, 2.396)
O (2.325, 4.274, 3.145)
C (1.001, 4.273, 2.603)
C (-0.083, 3.893, 3.676)
C (4.717, 4.216, 3.156)
H (0.774, 3.654, 1.784)
H (0.768, 5.279, 2.338)
H (0.070, 4.649, 4.439)
H (-0.096, 2.808, 4.022)
H (-1.083, 3.832, 3.373)
H (4.545, 3.763, 4.227)
H (5.235, 5.105, 3.224)
H (5.455, 3.462, 2.957)
C (-1.193, 1.638, 1.195)
C (-1.798, 0.628, 0.196)
O (-1.149, -0.633, 0.043)
C (-3.059, 0.950, -0.567)
H (-0.365, 1.521, 1.638)
H (-1.751, 1.575, 2.103)
H (-1.352, 2.565, 0.722)
H (-3.165, 0.023, -1.046)
H (-3.115, 1.813, -1.094)
H (-3.650, 1.024, 0.331)
C (-0.356, -3.834, 0.030)
C (-1.843, -3.779, -0.207)
O (-2.417, -3.627, -1.399)
C (-2.678, -3.486, 1.028)
H (0.024, -3.844, -1.041)
H (-0.159, -4.687, 0.621)
H (0.101, -2.986, 0.435)
H (-2.654, -4.339, 1.728)
H (-3.691, -3.395, 0.933)
H (-2.314, -2.654, 1.625)



3.
A structure of composition C18H37BBe2BrClCsF7GaN2NaO8PS. Source: OMol25; level of theory: ωB97M-V/def2-TZVPD.

F_max   0.1242 hartree/bohr
Net charge   +1
HOMO   -8.20 eV
Electronic energy   -219129.2606 eV
Multiplicity   1

Geometry (Å):
C (-4.790, -0.414, 1.421)
C (-3.816, 0.869, 1.457)
C (-3.261, 1.273, -0.001)
C (-1.650, 1.339, 0.007)
C (-1.069, 2.542, -0.890)
Ga (-0.830, -0.519, -0.503)
C (1.177, -0.222, -0.849)
C (2.141, -1.301, -0.206)
O (3.479, -1.007, -0.722)
C (1.827, -2.811, -0.623)
F (1.435, -3.586, 0.501)
F (0.953, -2.950, -1.698)
F (3.036, -3.413, -1.052)
B (-1.269, -1.794, 1.082)
C (-0.774, -1.619, 2.629)
O (-2.134, -2.957, 0.830)
P (-1.761, -1.197, -2.577)
C (-2.265, 0.410, -3.494)
C (-3.296, -2.289, -2.297)
C (-2.806, -3.812, -2.264)
H (-5.882, -0.140, 1.246)
H (-4.688, -1.090, 2.331)
H (-4.468, -1.048, 0.515)
H (-2.923, 0.644, 2.141)
H (-4.438, 1.733, 1.874)
H (-3.578, 0.466, -0.750)
H (-3.754, 2.256, -0.292)
H (-1.327, 1.579, 1.079)
H (0.013, 2.324, -1.216)
H (-1.038, 3.520, -0.317)
H (-1.656, 2.625, -1.865)
H (1.374, -0.061, -1.966)
H (1.448, 0.780, -0.361)
H (2.206, -1.132, 0.916)
H (4.148, -1.176, -0.033)
H (0.262, -1.145, 2.669)
H (-0.791, -2.665, 3.094)
H (-1.576, -0.992, 3.164)
H (-1.980, -3.677, 1.497)
H (-3.116, 0.957, -2.987)
H (-2.584, 0.078, -4.545)
H (-1.343, 1.076, -3.543)
H (-4.029, -2.200, -3.186)
H (-3.870, -2.019, -1.342)
H (-1.683, -3.929, -2.078)
H (-3.094, -4.308, -3.246)
H (-3.328, -4.430, -1.438)
C (-1.618, 3.110, 3.726)
O (-1.460, 3.304, 2.544)
N (-0.943, 2.141, 4.404)
N (-2.480, 3.832, 4.479)
H (-1.058, 1.960, 5.385)
H (-0.291, 1.583, 3.875)
H (-2.999, 4.558, 4.009)
H (-2.625, 3.687, 5.462)
O (7.116, -3.776, -5.834)
C (6.445, -3.411, -4.867)
O (5.309, -4.045, -4.505)
C (4.683, -3.342, -3.420)
C (5.787, -2.545, -2.779)
C (6.687, -2.231, -3.957)
H (3.892, -2.707, -3.827)
H (4.240, -4.055, -2.728)
H (5.428, -1.661, -2.252)
H (6.328, -3.169, -2.061)
H (6.381, -1.318, -4.471)
H (7.727, -2.174, -3.659)
Be (-5.952, -1.585, -1.432)
Cl (8.882, -2.228, -5.902)
F (-3.701, 3.674, 1.023)
Na (-5.736, -2.599, -4.135)
C (2.762, 6.034, 3.503)
F (3.765, 5.294, 3.999)
F (3.265, 7.256, 3.319)
F (2.488, 5.523, 2.186)
S (1.248, 6.015, 4.595)
O (1.702, 6.562, 5.861)
O (0.862, 4.612, 4.663)
O (0.289, 6.857, 3.904)
Be (-1.625, -4.540, -0.148)
Br (4.004, 4.756, 1.377)
Cs (-1.437, 0.055, 5.547)